(1)
This record from OMol25 describes C25H21CuN3O6 as an isolated structure. The level of theory is ωB97M-V/def2-TZVPD.

Properties
E   -3221.51407 hartree

```
! wB97M-V def2-TZVPD RIJCOSX def2/J DEFGRID3
* xyz -2 2
Cu 0.23 0.06 -0.02
C -2.83 -1.39 -2.51
C -3.80 -0.28 -2.30
C -4.67 0.09 -3.26
C -5.48 1.28 -3.17
C -5.41 2.09 -2.10
C -4.65 1.72 -0.91
C -4.24 2.83 0.02
C -3.75 0.45 -1.00
N -2.37 -0.20 1.05
C -2.18 0.58 2.17
O -2.90 1.49 2.53
C -0.86 0.39 2.90
C -0.73 0.50 4.27
C 0.54 0.40 4.82
C 1.63 0.23 3.99
C 1.42 0.16 2.62
N 0.19 0.24 2.11
C 2.58 0.05 1.65
O 3.72 -0.08 2.14
N 2.23 0.14 0.37
C 3.21 0.25 -0.61
C 4.11 1.34 -0.63
C 4.03 2.40 0.43
C 5.04 1.45 -1.66
C 5.11 0.51 -2.68
C 4.22 -0.56 -2.66
C 3.27 -0.70 -1.65
C 2.32 -1.87 -1.65
H -2.98 -1.86 -3.49
H -2.91 -2.15 -1.73
H -1.80 -1.02 -2.45
H -4.69 -0.47 -4.19
H -6.06 1.59 -4.03
H -5.86 3.08 -2.11
H -5.08 3.53 0.16
H -3.40 3.38 -0.40
H -3.95 2.43 0.99
H -1.62 0.66 4.87
H 0.67 0.47 5.89
H 2.64 0.15 4.36
H 2.99 2.74 0.55
H 4.65 3.26 0.17
H 4.35 2.01 1.40
H 5.72 2.30 -1.66
H 5.84 0.61 -3.47
H 4.25 -1.30 -3.45
H 2.43 -2.45 -2.57
H 1.28 -1.53 -1.57
H 2.49 -2.52 -0.79
O -4.99 0.48 -0.28
C -2.48 0.46 -0.24
O -1.41 0.98 -0.79
C -1.71 -1.54 1.12
O -2.04 -2.22 2.11
O -0.91 -1.79 0.19
*
```

---

(2)
This record from OMol25 describes a 10-piece molecular cluster, H18IO9 overall. The level of theory is ωB97M-V/def2-TZVPD.

Properties
E   -985.72065 hartree

```
! wB97M-V def2-TZVPD RIJCOSX def2/J DEFGRID3
* xyz -1 1
I 0.03 0.58 -0.17
O 4.02 -3.91 -2.29
H 3.52 -3.43 -1.64
H 4.49 -4.58 -1.79
O 3.25 2.51 -5.11
H 4.03 2.39 -4.58
H 2.58 1.99 -4.68
O -1.59 -3.19 4.10
H -1.79 -2.70 3.30
H -1.58 -2.53 4.79
O -5.40 -1.52 -1.07
H -4.57 -1.05 -0.99
H -5.60 -1.82 -0.18
O -0.36 -2.07 -5.67
H -0.25 -1.77 -4.77
H -0.67 -1.30 -6.15
O 4.95 2.77 2.59
H 4.00 2.82 2.54
H 5.15 1.84 2.56
O -4.30 4.83 -1.03
H -3.54 4.28 -1.19
H -3.95 5.72 -0.99
O -4.64 2.08 3.80
H -5.51 2.20 3.41
H -4.07 1.90 3.06
O 4.30 -1.93 3.95
H 3.98 -2.25 4.79
H 3.51 -1.87 3.40
*
```

---

(3)
This record from OMol25 describes C27H29ClPPt as an isolated structure. The level of theory is ωB97M-V/def2-TZVPD.

Properties
E   -1966.68098 hartree

```
! wB97M-V def2-TZVPD RIJCOSX def2/J DEFGRID3
* xyz 1 5
C -1.17 -1.66 1.78
C -1.02 -2.20 0.45
C 0.33 -2.23 0.09
H -1.85 -2.58 -0.14
C 1.14 -1.63 1.17
C 0.21 -1.47 2.36
H 0.46 -1.21 3.41
H -2.11 -1.49 2.31
H 0.76 -2.63 -0.84
H 2.23 -1.40 1.10
Pt -0.06 0.18 0.99
Cl 1.91 1.52 0.25
P 0.02 0.47 -2.86
C 1.20 -0.73 -3.44
C 0.99 -1.58 -4.56
H 0.01 -1.62 -5.04
C 2.04 -2.37 -5.03
H 1.91 -3.02 -5.91
C 3.31 -2.37 -4.41
H 4.14 -2.95 -4.82
C 3.47 -1.62 -3.24
H 4.43 -1.66 -2.71
C 2.42 -0.83 -2.74
H 2.54 -0.28 -1.81
C -1.68 -0.02 -3.25
C -2.07 -1.36 -3.03
H -1.39 -2.05 -2.52
C -3.33 -1.81 -3.44
H -3.59 -2.86 -3.34
C -4.27 -0.91 -3.96
H -5.26 -1.26 -4.27
C -3.92 0.44 -4.07
H -4.68 1.15 -4.43
C -2.65 0.89 -3.72
H -2.40 1.96 -3.79
C 0.44 2.12 -3.37
C 0.98 2.36 -4.64
H 1.27 1.53 -5.29
C 1.16 3.68 -5.08
H 1.56 3.88 -6.09
C 0.85 4.78 -4.27
H 0.93 5.81 -4.65
C 0.44 4.53 -2.95
H 0.24 5.38 -2.28
C 0.28 3.22 -2.49
H 0.06 3.04 -1.43
C -2.08 1.50 3.04
C -1.81 2.40 1.82
C -0.51 3.20 2.02
C -1.66 1.44 0.62
H -1.17 0.93 3.23
H -2.89 0.78 2.83
H -2.36 2.08 3.95
H -2.66 3.11 1.67
H 0.28 2.47 2.14
H -0.27 3.79 1.14
H -0.53 3.85 2.89
H -1.32 1.92 -0.37
H -2.65 0.96 0.48
*
```

---

(4)
This record from OMol25 describes one molecule with the formula C2H4ClNSi. The level of theory is ωB97M-V/def2-TZVPD.

Properties
E   -882.96760 hartree
SMILES   N[SiH2]C#CCl

```
! wB97M-V def2-TZVPD RIJCOSX def2/J DEFGRID3
* xyz 0 1
C 1.26 0.64 0.22
C 2.31 0.09 0.06
N -1.12 -0.86 -0.38
Si -0.83 0.70 0.29
Cl 3.82 -0.45 -0.16
H -1.35 -0.77 -1.33
H -1.58 -1.69 -0.03
H -1.14 0.51 1.63
H -1.38 1.84 -0.32
*
```

---

(5)
This record from OMol25 describes C36H35BClCrIN6O3S2 as an isolated structure. The level of theory is ωB97M-V/def2-TZVPD.

Properties
E   -4570.87554 hartree

```
! wB97M-V def2-TZVPD RIJCOSX def2/J DEFGRID3
* xyz 0 5
Cr 0.15 0.37 0.08
C 2.58 3.81 -0.64
C 2.21 2.52 -0.25
N 0.94 2.18 -0.03
C 0.00 3.14 -0.17
C 0.28 4.49 -0.52
C 1.63 4.80 -0.77
C -0.79 5.40 -0.63
C -2.08 5.00 -0.41
C -2.40 3.66 -0.08
C -3.70 3.19 0.17
C -3.87 1.86 0.51
C -2.77 1.01 0.57
N -1.51 1.40 0.29
C -1.34 2.73 0.02
H 3.62 4.00 -0.86
H 2.94 1.74 -0.15
H 1.90 5.80 -1.08
H -0.57 6.42 -0.91
H -2.90 5.70 -0.50
H -4.54 3.87 0.12
H -4.84 1.46 0.73
H -2.90 -0.02 0.85
Cl 4.27 -5.80 0.54
C 3.55 -4.25 0.25
C 4.01 -3.15 0.94
C 3.40 -1.92 0.75
I 4.01 -0.23 1.83
C 2.31 -1.73 -0.09
O 1.70 -0.60 -0.17
C 1.89 -2.86 -0.86
N 0.90 -2.66 -1.75
C 0.45 -3.69 -2.43
C 0.96 -4.98 -2.31
C 1.99 -5.21 -1.44
C 2.49 -4.14 -0.67
H 4.83 -3.24 1.64
H -0.36 -3.49 -3.13
H 0.55 -5.79 -2.91
H 2.45 -6.18 -1.35
S -2.42 -3.41 0.15
C -1.20 -2.28 0.63
N -1.01 -1.26 -0.19
C -1.80 -1.36 -1.29
C -1.87 -0.44 -2.35
C -2.74 -0.68 -3.39
C -3.57 -1.80 -3.40
C -3.55 -2.70 -2.34
C -2.66 -2.47 -1.31
H -0.67 -2.38 1.56
H -1.24 0.44 -2.33
H -2.80 0.03 -4.21
H -4.24 -1.95 -4.23
H -4.21 -3.55 -2.33
C -0.67 1.78 5.03
C 0.47 1.14 4.24
C 1.79 1.78 4.68
O 0.27 1.46 2.85
B 0.37 0.34 2.10
O 0.57 -0.78 2.85
C 0.49 -0.44 4.25
C -0.81 -1.07 4.77
C 1.67 -1.05 4.99
H -0.62 2.86 4.89
H -0.60 1.56 6.09
H -1.64 1.45 4.65
H 1.73 2.85 4.54
H 2.62 1.41 4.09
H 1.99 1.58 5.74
H -1.65 -0.76 4.16
H -0.98 -0.80 5.81
H -0.72 -2.15 4.70
H 2.62 -0.69 4.62
H 1.64 -2.13 4.88
H 1.60 -0.82 6.05
C -0.33 0.06 -6.44
N 0.07 0.93 -5.36
C 0.62 0.57 -4.18
N 0.87 -0.72 -3.91
S 0.98 1.77 -3.09
H -0.97 0.63 -7.12
H -0.89 -0.80 -6.07
H 0.54 -0.30 -7.01
H -0.01 1.92 -5.49
H 0.45 -1.43 -4.48
H 1.08 -0.99 -2.95
*
```

---

(6)
This record from OMol25 describes one molecule with the formula C5H12N2O2. The level of theory is ωB97M-V/def2-TZVPD.

Properties
E   -457.62629 hartree
SMILES   [H]/N=C\N(O)[C@H](C)[C@H](C)O

```
! wB97M-V def2-TZVPD RIJCOSX def2/J DEFGRID3
* xyz 0 1
C -0.92 -0.63 -2.56
C -0.42 -0.89 -1.13
C 0.02 0.38 -0.38
C -1.02 1.44 -0.16
C 1.65 0.63 1.49
H -0.98 -1.59 -3.06
H -1.89 -0.09 -2.67
H -0.24 0.00 -3.16
H 0.42 -1.58 -1.19
H -2.17 -1.13 -0.27
H 0.89 0.74 -0.93
H -1.93 1.14 0.39
H -0.58 2.25 0.43
H -1.36 1.88 -1.11
H -0.80 -1.25 1.30
H 1.62 0.46 2.56
H 2.43 1.46 -0.10
N 0.64 -0.11 0.84
N 2.50 1.45 0.97
O -1.35 -1.66 -0.37
O -0.33 -0.50 1.81
*
```

---

(7)
This record from OMol25 describes a 6-piece molecular cluster, C21H30O9 overall. The level of theory is ωB97M-V/def2-TZVPD.

Properties
E   -1495.01092 hartree
SMILES   Oc1ccc(O)cc1.Oc1ccc(O)cc1.Oc1ccc(O)cc1.CO.CO.CO

```
! wB97M-V def2-TZVPD RIJCOSX def2/J DEFGRID3
* xyz 0 1
C -0.48 -1.60 4.51
O -1.20 -0.49 4.31
H -0.74 -2.56 4.01
H -0.30 -2.06 5.38
H 0.48 -1.46 4.26
H -1.21 -0.50 3.34
C -2.11 3.98 0.55
O -1.02 4.50 -0.15
H -2.87 4.00 -0.02
H -2.31 4.93 1.12
H -2.04 3.01 1.06
H -0.02 4.26 0.08
C 0.87 -6.33 -2.31
O 0.70 -5.91 -0.96
H 1.73 -5.80 -2.78
H -0.08 -6.23 -2.81
H 0.94 -7.47 -2.38
H 0.53 -5.05 -0.82
C 1.12 -0.68 1.01
C 0.68 -1.94 0.53
C -0.47 -2.16 -0.24
C -0.97 -0.99 -0.84
C -0.60 0.32 -0.36
C 0.44 0.46 0.67
O 0.93 1.64 1.04
O -0.87 -3.40 -0.45
H 1.87 -0.59 1.76
H 1.30 -2.89 0.90
H -1.67 -1.30 -1.56
H -1.05 1.13 -0.75
H 1.90 1.65 1.40
H -1.89 -3.34 -0.76
C 2.47 3.24 4.35
C 3.16 2.37 5.32
C 4.35 1.67 4.97
C 4.78 1.63 3.59
C 4.14 2.52 2.67
C 2.98 3.23 2.95
O 2.42 4.11 2.15
O 5.14 1.00 5.91
H 1.83 3.86 4.71
H 2.81 2.52 6.49
H 5.62 1.00 3.23
H 4.81 2.60 1.85
H 1.84 4.76 2.49
H 6.08 0.85 5.55
C -1.71 -0.40 -5.68
C -2.25 -1.06 -4.56
C -3.58 -0.82 -4.20
C -4.37 -0.02 -4.95
C -3.86 0.51 -6.07
C -2.51 0.39 -6.47
O -2.08 0.85 -7.61
O -4.05 -1.43 -3.10
H -0.72 -0.68 -6.03
H -1.57 -1.57 -3.97
H -5.44 -0.09 -4.91
H -4.56 1.12 -6.89
H -2.33 1.65 -7.90
H -4.94 -0.95 -2.62
*
```

---

(8)
This record from OMol25 describes a 2-piece molecular cluster, C3H13N3O overall. The level of theory is ωB97M-V/def2-TZVPD.

Properties
E   -361.58895 hartree
SMILES   NCCNCN.O

```
! wB97M-V def2-TZVPD RIJCOSX def2/J DEFGRID3
* xyz 0 1
C -0.72 -0.53 -0.72
N 0.48 0.07 -0.16
C 1.68 0.03 -0.96
N 2.36 -1.28 -1.12
C -1.97 0.00 -0.03
N -2.36 -0.88 1.10
H -0.74 -1.61 -0.59
H -0.78 -0.32 -1.78
H 0.67 -0.30 0.76
H 2.44 0.67 -0.50
H 1.48 0.41 -1.96
H 2.91 -1.44 -0.28
H 1.65 -2.02 -1.07
H -1.81 1.04 0.29
H -2.83 -0.01 -0.72
H -1.67 -0.78 1.84
H -3.21 -0.52 1.52
H 1.04 3.24 1.42
H 0.45 1.87 1.14
O 0.94 2.36 1.81
*
```

---

(9)
This record from OMol25 describes one molecule with the formula C25H47N3. The level of theory is ωB97M-V/def2-TZVPD.

Properties
E   -1145.07188 hartree
SMILES   CC[C@@H](C)[C@H](CN[C@H](CNC)C(C)C)NC[C@@H](C)c1ccc(CC(C)C)cc1

```
! wB97M-V def2-TZVPD RIJCOSX def2/J DEFGRID3
* xyz 0 1
C 1.52 2.83 -5.52
H 1.36 2.21 -6.40
C 1.54 1.98 -4.25
H 1.77 2.63 -3.40
H 2.33 1.24 -4.33
C 0.20 1.28 -4.00
C -0.07 0.17 -5.01
H -0.30 0.59 -5.98
H -0.92 -0.42 -4.67
H 0.79 -0.48 -5.11
H -0.59 2.03 -4.11
C 0.09 0.76 -2.55
N -1.23 0.19 -2.32
H -1.15 -0.44 -1.53
C -2.32 1.11 -2.09
H -2.47 1.70 -3.00
C -2.17 2.10 -0.90
C -1.64 1.42 0.33
C -2.24 0.28 0.85
C -1.76 -0.33 1.99
C -0.65 0.18 2.65
C -0.04 1.32 2.14
C -0.53 1.93 1.00
H -0.04 2.82 0.62
H 0.82 1.74 2.64
C -0.13 -0.45 3.91
H 0.96 -0.50 3.86
H -0.51 -1.47 4.00
C -0.53 0.35 5.16
C 0.14 -0.24 6.40
H 1.23 -0.22 6.30
H -0.12 0.33 7.29
H -0.17 -1.27 6.55
C -2.05 0.36 5.33
H -2.53 0.80 4.46
H -2.42 -0.65 5.47
H -2.32 0.95 6.21
H -0.19 1.38 5.03
H -2.24 -1.21 2.37
H -3.11 -0.14 0.35
C -3.52 2.76 -0.61
H -3.89 3.26 -1.50
H -4.25 2.02 -0.30
H -3.41 3.50 0.18
H -1.47 2.89 -1.19
H -3.21 0.51 -1.94
C 1.12 -0.33 -2.22
N 0.90 -0.81 -0.87
H 0.93 -0.03 -0.21
C 1.77 -1.88 -0.42
H 1.89 -2.57 -1.26
C 1.06 -2.66 0.71
N 0.25 -3.74 0.16
H -0.01 -4.36 0.92
C -0.94 -3.29 -0.52
H -1.50 -4.17 -0.85
H -0.66 -2.71 -1.39
H -1.59 -2.67 0.11
H 0.46 -1.95 1.30
H 1.80 -3.12 1.36
C 3.18 -1.38 -0.01
C 4.19 -2.53 0.02
H 4.23 -3.02 -0.95
H 5.18 -2.15 0.25
H 3.92 -3.27 0.77
C 3.18 -0.63 1.32
H 2.42 0.14 1.33
H 4.15 -0.16 1.48
H 2.99 -1.31 2.15
H 3.50 -0.68 -0.79
H 2.13 0.08 -2.38
H 0.98 -1.18 -2.89
H 0.29 1.61 -1.87
H 2.47 3.35 -5.63
H 0.73 3.58 -5.47
*
```

---

(10)
This record from OMol25 describes KO10S2V as an isolated structure. The level of theory is ωB97M-V/def2-TZVPD.

Properties
E   -3092.58112 hartree

```
! wB97M-V def2-TZVPD RIJCOSX def2/J DEFGRID3
* xyz -2 1
O 0.41 4.01 2.80
V 1.13 2.99 3.76
O 1.03 1.64 3.06
K 1.14 -0.10 0.71
S 1.66 -1.10 -2.91
O 0.83 -1.27 -1.74
O 1.60 -2.32 -3.74
O 1.13 -0.12 -3.89
O 3.05 -0.82 -2.60
S -2.42 -0.55 0.94
O -2.06 -0.98 2.28
O -2.08 -1.73 0.10
O -3.84 -0.20 0.80
O -1.58 0.56 0.42
*
```